A 10-piece molecular cluster, C29H79NO15 overall, computed with ωB97M-V/def2-TZVPD.

Geometry as XYZ:
```
124
Properties=species:S:1:pos:R:3:mulliken_charge:R:1
C 2.611 -1.297 0.509 -0.98
O 1.202 -1.306 0.531 -0.36
C 0.506 -0.595 -0.458 -0.20
C -0.980 -0.787 -0.580 -0.95
N -1.568 -0.132 0.625 -0.24
C -1.599 1.304 0.401 -0.27
C -2.793 1.994 1.004 -0.90
O -2.851 1.958 2.422 -0.27
C -2.063 2.829 3.163 -0.68
H 3.158 -0.391 0.249 0.38
H 3.116 -2.069 -0.072 0.32
H 2.964 -1.504 1.519 0.37
H 0.929 -1.160 -1.289 0.37
H 0.946 0.401 -0.403 0.33
H -1.254 -1.836 -0.698 0.40
H -1.315 -0.371 -1.530 0.32
H -1.066 -0.279 1.490 0.30
H -1.647 1.486 -0.673 0.55
H -0.761 1.841 0.844 0.10
H -3.567 1.422 0.492 0.27
H -2.957 3.047 0.776 0.37
H -1.009 2.805 2.888 0.23
H -2.085 2.584 4.225 0.23
H -2.518 3.809 3.023 0.31
C 8.355 -0.369 3.318 -1.20
C 8.917 -1.813 2.948 0.27
C 10.034 -2.236 3.970 -1.22
O 7.710 -2.611 2.926 -0.53
H 7.651 0.082 2.619 0.36
H 9.115 0.389 3.128 0.37
H 7.967 -0.236 4.328 0.33
H 9.194 -1.876 1.896 0.29
H 10.434 -3.216 3.710 0.34
H 9.680 -2.494 4.968 0.31
H 10.861 -1.536 4.087 0.33
H 7.366 -2.536 3.819 0.35
C 3.048 2.689 2.906 -1.29
C 2.926 1.405 3.763 0.70
C 2.806 1.703 5.288 -1.45
O 1.732 0.905 3.218 -0.41
H 2.823 2.474 1.862 0.32
H 4.064 3.081 2.860 0.42
H 2.405 3.482 3.289 0.29
H 3.766 0.737 3.573 0.25
H 3.021 0.851 5.934 0.36
H 1.778 1.919 5.579 0.35
H 3.365 2.595 5.569 0.36
H 1.864 0.503 2.356 0.12
C -0.066 -6.285 2.178 -1.24
C -0.557 -7.654 1.789 0.58
C 0.440 -8.733 2.101 -1.24
O -1.754 -7.895 2.474 -0.55
H -0.731 -5.433 2.038 0.32
H 0.865 -5.967 1.709 0.33
H 0.181 -6.232 3.238 0.32
H -0.775 -7.741 0.725 0.24
H 0.752 -8.538 3.127 0.30
H 1.217 -8.355 1.436 0.29
H 0.274 -9.810 2.103 0.35
H -2.468 -7.598 1.905 0.32
C -3.637 -2.597 -5.698 -1.16
C -4.087 -1.783 -6.936 0.59
C -4.068 -2.470 -8.372 -1.32
O -5.416 -1.333 -6.535 -0.55
H -4.375 -3.353 -5.429 0.33
H -3.460 -1.830 -4.944 0.29
H -2.625 -3.001 -5.685 0.36
H -3.414 -0.930 -7.027 0.17
H -3.119 -2.759 -8.825 0.34
H -4.441 -1.763 -9.114 0.34
H -4.783 -3.292 -8.396 0.30
H -5.977 -1.949 -6.058 0.32
C 3.735 5.628 -1.383 -1.49
C 2.262 5.482 -1.525 0.88
C 1.540 6.736 -0.917 -1.30
O 2.088 5.480 -2.974 -0.56
H 4.248 4.985 -2.098 0.38
H 4.196 5.341 -0.438 0.34
H 4.057 6.622 -1.696 0.35
H 1.898 4.566 -1.060 0.07
H 0.634 6.467 -0.373 0.35
H 1.199 7.404 -1.707 0.37
H 2.142 7.301 -0.205 0.33
H 1.140 5.595 -3.066 0.27
O -5.572 -3.919 4.150 -0.53
C -4.653 -3.275 5.118 -0.56
C -4.172 -1.932 4.539 -0.07
O -5.329 -1.241 4.064 -0.55
H -6.258 -3.248 4.140 0.31
H -5.289 -3.129 5.991 0.28
H -3.794 -3.896 5.371 0.35
H -3.392 -2.015 3.782 0.26
H -3.704 -1.434 5.389 0.22
H -5.114 -0.754 3.265 0.29
O -6.416 9.214 0.505 -0.54
C -6.809 8.113 -0.279 -0.39
C -7.168 7.009 0.757 -0.22
O -8.358 7.331 1.425 -0.54
H -7.187 9.487 1.008 0.32
H -7.626 8.413 -0.936 0.27
H -5.905 7.980 -0.873 0.26
H -6.387 6.824 1.495 0.26
H -7.375 6.101 0.190 0.27
H -8.597 6.839 2.214 0.30
O -3.308 2.290 -4.800 -0.50
C -2.901 3.266 -5.644 -0.38
C -3.040 4.693 -4.981 -0.49
O -2.155 4.953 -3.896 -0.48
H -3.765 1.538 -5.184 0.28
H -1.894 3.057 -6.005 0.26
H -3.456 3.086 -6.565 0.38
H -4.061 4.745 -4.604 0.29
H -3.000 5.509 -5.702 0.36
H -2.298 4.297 -3.209 0.29
O 4.229 -7.804 -2.646 -0.53
C 3.863 -6.457 -2.577 -0.34
C 4.636 -5.753 -3.746 -0.37
O 5.934 -5.625 -3.304 -0.50
H 5.184 -7.847 -2.554 0.34
H 2.828 -6.324 -2.892 0.25
H 3.844 -6.105 -1.546 0.25
H 4.131 -4.853 -4.097 0.37
H 4.668 -6.351 -4.657 0.23
H 6.270 -4.736 -3.439 0.29
```

Computed properties:
Spin multiplicity: 1
M (g mol⁻¹): 681.9
Net charge: 0
ΔE to the lowest compared entry with this formula, charge and spin (kcal/mol): 132.8

=====

A 16-piece molecular cluster, C15H60F2N31O19S2 overall, computed with ωB97M-V/def2-TZVPD.

Geometry as XYZ:
```
129
Properties=species:S:1:pos:R:3:mulliken_charge:R:1
N -0.709 -0.490 0.815 -0.15
S 0.021 -0.969 -0.411 0.89
O 1.377 -0.304 -0.591 -0.59
O -0.790 -1.248 -1.569 -0.57
F 0.348 -2.404 0.221 -0.26
S -1.220 1.038 0.150 1.04
O -2.341 0.949 -0.724 -0.56
O -0.197 2.046 -0.081 -0.54
F -2.043 1.492 1.474 -0.29
C 7.918 -0.100 0.347 0.69
O 7.479 0.016 1.502 -0.69
N 7.096 -0.187 -0.707 -0.38
N 9.168 -0.288 0.127 -0.37
H 6.087 -0.152 -0.681 0.21
H 7.519 -0.127 -1.622 0.16
H 9.872 -0.174 0.842 0.23
H 9.330 -0.567 -0.830 0.16
C -1.904 6.946 3.781 0.66
O -2.651 7.890 3.884 -0.67
N -1.130 6.690 2.771 -0.32
N -1.845 5.901 4.638 -0.34
H -0.573 5.858 2.904 0.15
H -1.089 7.332 1.992 0.20
H -2.368 5.825 5.499 0.18
H -1.097 5.281 4.362 0.14
C 0.091 -6.357 5.623 0.64
O -1.089 -6.687 5.596 -0.70
N 0.642 -6.104 4.474 -0.42
N 0.788 -6.286 6.712 -0.40
H -0.078 -6.138 3.767 0.24
H 1.618 -6.342 4.370 0.22
H 0.289 -6.694 7.490 0.22
H 1.709 -5.872 6.744 0.21
C -5.109 -5.000 -4.401 0.55
O -5.607 -5.190 -5.386 -0.56
N -4.806 -5.929 -3.557 -0.40
N -4.932 -3.749 -3.993 -0.42
H -4.613 -5.645 -2.608 0.18
H -5.320 -6.778 -3.744 0.24
H -4.317 -3.772 -3.192 0.18
H -4.917 -3.023 -4.695 0.24
C 2.608 4.875 -4.581 0.66
O 2.264 6.022 -4.430 -0.68
N 2.326 4.259 -5.629 -0.36
N 3.286 4.135 -3.749 -0.39
H 1.714 4.805 -6.217 0.22
H 2.586 3.298 -5.801 0.16
H 3.340 3.173 -4.053 0.16
H 3.348 4.339 -2.762 0.23
C 5.620 -3.252 5.084 0.65
O 5.297 -4.312 5.592 -0.69
N 6.709 -2.663 5.070 -0.32
N 4.783 -2.500 4.359 -0.28
H 6.840 -1.815 4.537 0.17
H 7.497 -3.187 5.421 0.23
H 3.792 -2.599 4.188 0.16
H 5.292 -1.693 4.028 0.07
C -8.434 6.318 2.764 0.67
O -9.442 6.637 2.183 -0.67
N -8.267 6.768 3.950 -0.38
N -7.584 5.331 2.518 -0.35
H -8.921 7.421 4.358 0.20
H -7.419 6.657 4.487 0.17
H -6.688 5.216 2.970 0.18
H -7.743 4.763 1.698 0.18
C 0.696 -6.396 -3.768 0.59
O 1.621 -5.639 -3.808 -0.65
N 0.235 -7.051 -4.727 -0.38
N 0.193 -6.805 -2.629 -0.43
H 0.540 -6.654 -5.604 0.24
H -0.594 -7.626 -4.690 0.18
H 0.394 -6.119 -1.915 0.27
H -0.706 -7.208 -2.851 0.18
C 0.498 0.223 5.833 0.65
O 0.975 0.688 6.923 -0.71
N 0.729 0.623 4.659 -0.26
N -0.445 -0.708 5.707 -0.40
H 0.226 0.186 3.900 0.16
H 1.662 0.964 4.480 0.20
H -0.761 -1.186 6.539 0.21
H -0.647 -1.076 4.788 0.16
C -3.317 7.495 -2.907 0.58
O -2.509 8.388 -2.763 -0.62
N -2.983 6.290 -3.450 -0.41
N -4.618 7.468 -2.554 -0.37
H -2.007 6.041 -3.380 0.23
H -3.596 5.488 -3.436 0.19
H -5.159 6.663 -2.835 0.15
H -5.205 8.289 -2.507 0.24
C 4.410 4.909 2.837 0.60
O 3.468 5.204 3.499 -0.63
N 4.300 4.088 1.828 -0.43
N 5.621 5.167 3.028 -0.41
H 5.145 3.590 1.587 0.22
H 3.419 3.597 1.877 0.22
H 5.779 5.535 3.955 0.22
H 6.335 5.192 2.314 0.21
C 5.987 -6.291 -1.001 0.58
O 6.904 -6.612 -0.279 -0.66
N 5.256 -5.301 -1.010 -0.28
N 5.420 -6.944 -2.036 -0.37
H 5.616 -4.592 -0.387 0.22
H 4.698 -5.169 -1.842 0.15
H 4.650 -6.512 -2.526 0.16
H 5.922 -7.577 -2.641 0.19
C 4.463 -1.089 -6.368 0.63
O 4.017 -0.485 -5.427 -0.63
N 5.123 -0.453 -7.343 -0.46
N 4.116 -2.277 -6.685 -0.35
H 5.251 0.548 -7.316 0.22
H 5.801 -1.124 -7.677 0.20
H 3.547 -2.783 -6.021 0.22
H 4.430 -2.746 -7.522 0.17
C -7.688 3.252 -3.334 0.68
O -6.769 3.000 -4.199 -0.70
N -8.612 4.100 -3.520 -0.38
N -7.685 2.963 -2.077 -0.37
H -9.385 4.147 -2.871 0.16
H -8.584 4.641 -4.372 0.22
H -8.519 3.166 -1.545 0.16
H -7.088 2.256 -1.675 0.23
C -5.113 -4.128 1.463 0.65
O -4.223 -4.956 1.395 -0.66
N -4.947 -2.863 1.826 -0.40
N -6.367 -4.455 1.404 -0.39
H -5.692 -2.199 1.667 0.19
H -3.974 -2.593 1.829 0.23
H -6.560 -5.443 1.314 0.23
H -7.108 -3.787 1.565 0.15
```

Computed properties:
Spin multiplicity: 1
M (g mol⁻¹): 1081.0
Net charge: -1
Total energy (eV): -128733.5735

=====

C50H58NOP2Si3TeTi as an isolated structure, computed with ωB97M-V/def2-TZVPD.

Geometry as XYZ:
```
117
Properties=species:S:1:pos:R:3:mulliken_charge:R:1
Ti 0.508 -0.852 -0.104 -1.98
Te -2.015 3.741 -1.148 0.32
C -1.375 5.260 0.224 0.29
C -1.670 5.156 1.576 0.01
C -1.296 6.191 2.417 -0.57
N -0.671 7.277 1.997 -0.62
C -0.404 7.381 0.708 -0.46
C -0.735 6.405 -0.220 -0.24
C -1.027 2.173 -0.060 -0.92
P 0.595 1.772 -0.696 1.22
C 1.663 3.162 -0.200 0.88
C 1.346 3.825 0.983 -1.12
C 2.124 4.874 1.433 -0.90
C 3.254 5.245 0.724 -0.88
C 3.611 4.549 -0.421 -1.08
C 2.824 3.511 -0.885 -0.50
C 0.458 1.915 -2.523 0.79
C -0.110 0.809 -3.154 1.12
C -0.315 0.790 -4.519 -0.77
C 0.031 1.902 -5.273 -0.94
C 0.543 3.028 -4.647 -0.82
C 0.744 3.047 -3.276 -0.56
P -1.787 0.543 0.139 2.64
C -1.944 0.508 1.973 0.98
C -0.854 0.928 2.733 -1.05
C -0.912 0.903 4.116 -0.55
C -2.044 0.419 4.753 -0.80
C -3.129 -0.002 4.003 -0.89
C -3.081 0.042 2.623 -1.04
C -3.497 0.897 -0.380 0.07
C -4.262 1.800 0.358 -0.56
C -5.492 2.218 -0.116 -0.73
C -5.954 1.767 -1.343 -0.80
C -5.186 0.890 -2.093 -0.67
C -3.958 0.459 -1.616 -0.69
H -2.181 4.284 1.960 0.35
H -1.514 6.153 3.477 0.38
H 0.101 8.289 0.404 0.40
H -0.502 6.535 -1.265 0.39
H 0.471 3.524 1.543 0.44
H 1.846 5.398 2.334 0.47
H 3.862 6.067 1.069 0.46
H 4.510 4.818 -0.953 0.47
H 3.107 2.973 -1.778 0.69
H -0.394 -0.047 -2.527 -1.46
H -0.730 -0.086 -4.996 0.55
H -0.102 1.888 -6.344 0.44
H 0.796 3.897 -5.235 0.49
H 1.138 3.931 -2.795 0.56
H 0.042 1.306 2.234 0.03
H -0.069 1.245 4.698 0.52
H -2.086 0.381 5.830 0.44
H -4.018 -0.369 4.491 0.51
H -3.936 -0.260 2.040 0.70
H -3.893 2.174 1.303 0.32
H -6.085 2.908 0.467 0.48
H -6.908 2.109 -1.720 0.42
H -5.545 0.546 -3.052 0.48
H -3.352 -0.220 -2.203 0.31
C -4.061 -2.329 0.285 -1.08
O -2.688 -2.095 0.055 -0.51
Si -1.727 -3.147 -0.816 0.17
C -1.876 -2.694 -2.678 -0.47
C -2.397 -4.925 -0.667 -1.53
C 0.009 -2.877 -0.074 2.15
Si -0.034 -3.306 1.817 0.72
C 0.668 -1.868 2.922 -0.51
C 0.923 -4.906 2.251 -1.30
C -1.723 -3.562 2.680 -1.17
Si 1.263 -3.831 -1.209 0.69
C 3.065 -4.173 -0.660 -1.33
C 0.640 -5.529 -1.823 -1.36
C 1.468 -2.738 -2.782 -0.56
H -4.351 -3.338 0.003 0.51
H -4.654 -1.614 -0.287 0.19
H -4.274 -2.204 1.345 0.26
H -2.920 -2.652 -2.980 0.52
H -1.383 -3.432 -3.302 0.40
H -1.440 -1.725 -2.913 -0.34
H -3.458 -4.986 -0.884 0.64
H -2.245 -5.334 0.324 0.36
H -1.906 -5.588 -1.365 0.51
H 1.542 -2.189 3.479 0.61
H -0.076 -1.585 3.661 0.32
H 0.949 -0.955 2.367 -0.11
H 1.940 -4.924 1.881 0.35
H 0.416 -5.778 1.850 0.31
H 0.967 -5.023 3.330 0.43
H -2.374 -2.705 2.557 0.08
H -1.566 -3.703 3.747 0.49
H -2.246 -4.437 2.314 0.40
H 3.150 -4.657 0.305 0.28
H 3.677 -3.277 -0.644 0.28
H 3.506 -4.848 -1.389 0.62
H 0.256 -6.125 -1.005 0.38
H 1.443 -6.094 -2.284 0.49
H -0.140 -5.428 -2.570 0.33
H 0.899 -1.808 -2.707 -0.40
H 1.142 -3.258 -3.676 0.62
H 2.511 -2.474 -2.933 0.56
C 5.757 -1.407 2.249 -0.95
C 4.528 -2.070 2.385 -1.58
C 3.506 -1.822 1.509 0.11
C 3.646 -0.907 0.441 -0.15
C 2.572 -0.639 -0.471 2.50
C 2.936 -0.001 -1.644 -0.79
C 4.233 0.479 -1.897 -1.27
C 5.201 0.389 -0.939 -1.00
C 4.936 -0.329 0.244 0.92
C 5.957 -0.571 1.188 -0.92
H 6.549 -1.597 2.955 0.42
H 4.400 -2.793 3.179 0.53
H 2.594 -2.401 1.558 1.14
H 2.212 0.150 -2.441 0.66
H 4.438 0.936 -2.854 0.51
H 6.181 0.820 -1.083 0.47
H 6.913 -0.094 1.029 0.46
```

Computed properties:
Spin multiplicity: 1
M (g mol⁻¹): 1010.7
Net charge: +1
ΔE to the lowest compared entry with this formula, charge and spin (kcal/mol): 62.4

=====

C32H25N3NiO2P as an isolated structure, computed with ωB97M-V/def2-TZVPD.

Geometry as XYZ:
```
64
Properties=species:S:1:pos:R:3:nbo_charge:R:1
Ni 0.040 0.067 0.023 1.17
O -0.716 1.121 1.420 -0.76
C -1.197 0.683 2.535 0.48
C -1.348 1.579 3.626 -0.32
C -1.901 1.181 4.820 -0.18
C -2.342 -0.138 5.012 -0.31
C -2.195 -1.030 3.975 -0.15
C -1.629 -0.659 2.747 -0.26
C -1.481 -1.676 1.735 0.12
N -0.973 -1.480 0.585 -0.35
N -0.905 -2.576 -0.273 -0.46
C -0.079 -2.278 -1.238 0.54
O 0.575 -1.182 -1.353 -0.73
C 0.130 -3.329 -2.282 -0.03
C -0.553 -4.539 -2.230 -0.19
C -0.342 -5.505 -3.202 -0.23
C 0.554 -5.272 -4.238 -0.22
C 1.234 -4.062 -4.297 -0.23
C 1.022 -3.095 -3.323 -0.20
H -1.008 2.596 3.475 0.21
H -1.994 1.897 5.628 0.20
H -2.779 -0.446 5.952 0.20
H -2.523 -2.058 4.097 0.19
H -1.816 -2.688 1.963 0.18
H -1.249 -4.708 -1.419 0.23
H -0.879 -6.444 -3.154 0.20
H 0.723 -6.030 -4.993 0.20
H 1.930 -3.869 -5.105 0.20
H 1.540 -2.145 -3.349 0.23
N 1.126 1.415 -0.596 -1.48
P 2.214 2.357 -0.976 1.75
C 3.881 1.572 -1.045 -0.29
C 5.040 2.047 -0.435 -0.23
C 6.216 1.303 -0.466 -0.23
C 6.247 0.075 -1.106 -0.21
C 5.089 -0.422 -1.696 -0.23
C 3.915 0.314 -1.653 -0.20
C 1.987 3.066 -2.661 -0.29
C 1.679 2.144 -3.664 -0.19
C 1.381 2.566 -4.950 -0.22
C 1.360 3.923 -5.252 -0.22
C 1.636 4.849 -4.259 -0.21
C 1.948 4.422 -2.971 -0.24
C 2.440 3.830 0.101 -0.42
C 1.577 3.871 1.195 -0.11
C 1.641 4.931 2.094 -0.24
C 2.560 5.955 1.906 -0.21
C 3.419 5.923 0.814 -0.24
C 3.358 4.865 -0.082 -0.21
H 5.028 2.993 0.086 0.21
H 7.106 1.682 0.024 0.20
H 7.162 -0.505 -1.129 0.20
H 5.097 -1.396 -2.170 0.21
H 2.991 -0.104 -2.042 0.24
H 1.632 1.089 -3.410 0.23
H 1.144 1.836 -5.716 0.21
H 1.112 4.256 -6.253 0.20
H 1.598 5.910 -4.481 0.20
H 2.143 5.158 -2.204 0.22
H 0.864 3.058 1.313 0.26
H 0.969 4.955 2.945 0.21
H 2.607 6.781 2.607 0.20
H 4.134 6.723 0.662 0.20
H 4.031 4.849 -0.933 0.21
```

Computed properties:
Spin multiplicity: 1
M (g mol⁻¹): 573.2
Net charge: -1
Total energy (eV): -92489.3495

=====

C24H28N4O4S in the gas phase, computed with ωB97M-V/def2-TZVPD.

Geometry as XYZ:
```
61
Properties=species:S:1:pos:R:3:nbo_charge:R:1
C -8.083 -3.075 -1.006 -0.25
O -7.761 -2.124 -0.019 -0.49
C -6.468 -1.726 0.107 0.29
C -5.412 -2.177 -0.679 -0.26
C -4.130 -1.712 -0.458 -0.22
C -3.873 -0.782 0.547 0.08
N -2.640 -0.237 0.835 -0.50
C -1.494 -0.645 0.528 0.34
S -0.968 -2.110 -0.348 0.24
C 0.796 -1.770 -0.050 -0.42
C 1.596 -1.713 -1.360 -0.50
C 3.031 -2.244 -1.229 0.68
O 3.426 -3.142 -1.941 -0.60
N 3.748 -1.606 -0.278 -0.65
C 5.075 -1.825 0.112 0.23
C 5.897 -2.781 -0.475 -0.27
C 7.198 -2.931 -0.028 -0.19
C 7.691 -2.141 0.996 -0.24
C 6.872 -1.188 1.580 -0.20
C 5.571 -1.029 1.143 -0.27
C 0.844 -0.458 0.705 0.71
O 1.887 0.072 1.048 -0.63
N -0.377 0.072 0.925 -0.44
C -0.558 1.324 1.639 -0.24
C -1.124 2.447 0.759 -0.22
N -0.098 3.360 0.293 -0.44
C 0.790 2.769 -0.694 -0.27
C 1.868 3.783 -1.078 -0.07
O 1.311 4.973 -1.582 -0.52
C 0.448 5.544 -0.629 -0.07
C -0.675 4.580 -0.248 -0.25
C -4.942 -0.316 1.321 -0.17
C -6.215 -0.786 1.110 -0.25
H -9.155 -3.243 -0.913 0.20
H -7.554 -4.020 -0.841 0.18
H -7.861 -2.703 -2.011 0.18
H -5.574 -2.892 -1.470 0.21
H -3.329 -2.065 -1.090 0.21
H 1.180 -2.574 0.587 0.26
H 1.629 -0.686 -1.735 0.23
H 1.102 -2.334 -2.109 0.25
H 3.276 -0.875 0.252 0.43
H 5.517 -3.397 -1.272 0.25
H 7.831 -3.675 -0.488 0.21
H 8.707 -2.265 1.338 0.21
H 7.247 -0.567 2.380 0.21
H 4.928 -0.288 1.596 0.21
H -1.246 1.126 2.462 0.23
H 0.418 1.619 2.029 0.25
H -1.697 2.002 -0.073 0.18
H -1.822 3.030 1.362 0.21
H 1.282 1.901 -0.261 0.22
H 0.235 2.462 -1.600 0.16
H 2.508 3.384 -1.867 0.19
H 2.478 4.004 -0.189 0.17
H 0.041 6.449 -1.084 0.19
H 1.014 5.810 0.276 0.17
H -1.306 5.042 0.515 0.20
H -1.292 4.374 -1.140 0.17
H -4.743 0.411 2.093 0.22
H -7.044 -0.440 1.707 0.23
```

Computed properties:
Spin multiplicity: 1
M (g mol⁻¹): 468.6
Net charge: 0
ΔE to the lowest compared entry with this formula, charge and spin (kcal/mol): 50.5